Here is 4 unconnected molecules or ions with the total composition C18H46NO9S4 from the Open Molecules 2025 dataset. Energies are from ωB97M-V with the def2-TZVPD basis set.

HOMO-LUMO gap   0.32487 Eh
LUMO energy   -3.536 eV
Charge   +1
Spin multiplicity   1
F_max   0.0127 Eh/bohr

Element x y z (Å)
C 1.3989 -0.4985 -0.5293
C 2.4269 0.4204 -1.1731
C 2.6702 0.2842 -2.6876
C 1.5464 -0.2713 -3.5770
C 1.6386 -1.7663 -3.9476
C 0.6710 -2.7035 -3.2283
C -0.7940 -2.3765 -3.5849
C -1.6417 -2.0120 -2.3656
C -2.8562 -1.1306 -2.6418
S -2.4972 0.4407 -3.4198
N -2.1326 1.3986 -2.0942
H 0.4228 -0.4789 -1.0182
H 1.2387 -0.1678 0.4976
H 1.7606 -1.5259 -0.4711
H 2.1928 1.4557 -0.9215
H 3.3711 0.2147 -0.6700
H 3.5642 -0.3137 -2.8618
H 2.9020 1.2836 -3.0555
H 1.5936 0.2873 -4.5135
H 0.5638 -0.0452 -3.1386
H 2.6668 -2.0995 -3.8147
H 1.4272 -1.8689 -5.0148
H 0.8990 -3.7248 -3.5292
H 0.8100 -2.6659 -2.1478
H -1.2605 -3.2258 -4.0829
H -0.7775 -1.5752 -4.3275
H -1.0462 -1.5461 -1.5818
H -2.0305 -2.9352 -1.9344
H -3.3169 -0.8034 -1.7083
H -3.6272 -1.6158 -3.2384
H -1.2855 0.2233 -3.9652
H -1.1707 1.2656 -1.7898
H -2.2476 2.3677 -2.3774
O 4.3160 -1.7510 1.1206
S 3.8603 -1.0423 2.2818
O 3.5380 0.3462 2.1534
O 4.9043 -1.2485 3.4494
C 6.3025 -0.9908 3.1541
C 6.6310 0.4862 3.1507
C 2.5128 -1.8937 3.0186
H 6.5559 -1.4678 2.2072
H 6.8379 -1.5101 3.9452
H 6.1555 1.0005 2.3171
H 7.7099 0.6158 3.0665
H 6.2919 0.9555 4.0738
H 2.7864 -2.9379 3.1385
H 1.6668 -1.7920 2.3426
H 2.2887 -1.4347 3.9803
O -8.2051 2.3538 -3.5475
S -7.1072 2.8914 -4.2839
O -6.9278 4.3021 -4.3817
O -7.0714 2.2358 -5.7216
C -8.3063 2.2651 -6.4969
C -8.5619 3.6165 -7.1251
C -5.6043 2.1797 -3.6907
H -9.1284 1.9509 -5.8541
H -8.1582 1.4988 -7.2537
H -8.7827 4.3730 -6.3741
H -9.4143 3.5428 -7.7997
H -7.6929 3.9465 -7.6935
H -5.7271 1.1000 -3.6479
H -5.4398 2.5901 -2.6956
H -4.8019 2.4657 -4.3668
O 1.5865 -1.2306 6.4706
S 1.1294 -0.4478 7.5820
O 0.7828 0.9203 7.3650
O 2.1931 -0.5587 8.7476
C 3.5822 -0.3029 8.4141
C 3.8877 1.1744 8.2941
C -0.1921 -1.2685 8.3983
H 3.8298 -0.8454 7.5013
H 4.1365 -0.7533 9.2339
H 3.3927 1.6168 7.4311
H 4.9635 1.3125 8.1847
H 3.5548 1.7070 9.1842
H 0.0975 -2.2981 8.5864
H -1.0484 -1.2232 7.7295
H -0.4050 -0.7413 9.3239